{
  "formula": "C16H19Cl2N4O5",
  "method": "wB97M-V/def2-TZVPD",
  "symbols": ["O", "O", "O", "Cl", "Cl", "O", "O", "C", "C", "C", "C", "C", "C", "C", "C", "C", "C", "C", "C", "N", "N", "N", "N", "C", "C", "C", "C", "H", "H", "H", "H", "H", "H", "H", "H", "H", "H", "H", "H", "H", "H", "H", "H", "H", "H", "H"],
  "positions_angstrom": [[3.7467, -0.1647, 0.2934], [-3.0949, 2.3392, 0.4117], [-5.0912, -1.3239, -2.5694], [6.1283, -2.8574, 4.8806], [5.5793, 2.5235, 1.6514], [2.5850, 0.8930, 1.9212], [3.9704, -2.2034, 2.9477], [3.6585, 0.2131, 1.4515], [-3.5484, 1.4468, -0.2830], [-4.5167, -0.2698, -2.7971], [-0.7044, -0.7905, 0.1682], [-1.0607, -1.1630, -1.1006], [1.1483, -1.1901, -0.9863], [6.9035, -0.3549, 4.1379], [6.7782, 0.8371, 3.4197], [5.9613, -1.3745, 3.9702], [5.7137, 1.0170, 2.5331], [4.8909, -1.1991, 3.0822], [4.7672, -0.0049, 2.3611], [0.6779, -0.8249, 0.2257], [-5.1628, 0.7011, -3.4498], [-2.8907, 1.1052, -1.3943], [0.1030, -1.3927, -1.8151], [-4.8140, 0.7312, 0.1490], [-4.6785, 2.0329, -3.8208], [-2.4746, -1.3199, -1.6175], [-3.0731, -0.0584, -2.2832], [2.1929, 1.3464, 1.1603], [4.2317, -2.9362, 3.5353], [-1.3845, -0.5495, 0.9807], [2.1999, -1.3319, -1.2365], [7.7306, -0.4932, 4.8302], [7.5081, 1.6317, 3.5498], [1.2452, -0.6796, 1.0615], [-6.1070, 0.4611, -3.7176], [-2.1115, 1.7149, -1.5899], [0.1545, -1.7176, -2.7747], [-5.6163, 0.9471, -0.5528], [-4.6548, -0.3413, 0.2083], [-5.1076, 1.0993, 1.1317], [-4.5833, 2.6646, -2.9351], [-5.3960, 2.5039, -4.4966], [-3.7160, 1.9692, -4.3310], [-2.4925, -2.1370, -2.3422], [-3.1107, -1.6350, -0.7891], [-2.4849, 0.1351, -3.1796]],
  "homo_energy_ev": -11.4,
  "e_lumo_ev": -2.8,
  "charge": 1
}

---

{
  "formula": "C16H19CoN6O4S",
  "method": "wB97M-V/def2-TZVPD",
  "symbols": ["Co", "C", "C", "O", "C", "C", "C", "N", "N", "C", "O", "C", "C", "C", "C", "C", "C", "H", "H", "H", "H", "H", "H", "H", "H", "H", "H", "H", "H", "C", "C", "N", "N", "C", "S", "N", "N", "H", "H", "H", "H", "H", "H", "O", "C", "O", "H"],
  "positions_angstrom": [[-0.6583, 0.2058, 0.1273], [-3.1925, 0.8923, 3.3903], [-2.0025, 0.3227, 2.6497], [-1.5756, 1.0310, 1.6748], [-1.4348, -0.8546, 3.1083], [-0.3144, -1.5309, 2.5191], [0.2908, -2.7014, 3.2456], [0.1724, -1.1565, 1.3802], [1.2988, -1.8408, 0.9004], [1.4669, -1.5527, -0.3533], [0.7128, -0.7995, -1.0800], [2.6719, -2.1597, -1.0151], [3.0380, -1.7590, -2.2931], [4.1623, -2.2973, -2.9114], [4.9278, -3.2508, -2.2576], [4.5598, -3.6628, -0.9812], [3.4420, -3.1202, -0.3654], [-3.7060, 1.5979, 2.7398], [-2.8706, 1.4232, 4.2903], [-3.8807, 0.1004, 3.6895], [-1.8745, -1.3075, 3.9882], [-0.2414, -2.8926, 4.1770], [1.3424, -2.5055, 3.4582], [0.2629, -3.5907, 2.6153], [2.4248, -1.0290, -2.8063], [4.4361, -1.9724, -3.9084], [5.8028, -3.6733, -2.7374], [5.1489, -4.4108, -0.4641], [3.1463, -3.4232, 0.6301], [2.6214, 2.6948, -4.6966], [2.6653, 2.8646, -3.2241], [3.5194, 3.5839, -2.5665], [3.1426, 3.4008, -1.2576], [2.0910, 2.5804, -1.0855], [1.3778, 2.1314, 0.3544], [1.7813, 2.2467, -2.3746], [0.7541, 1.3992, -2.8098], [3.3470, 3.3654, -5.1502], [1.6227, 2.9080, -5.0748], [2.8529, 1.6645, -4.9679], [3.6555, 3.8290, -0.5082], [-0.1329, 1.7918, -2.4917], [0.8502, 0.5149, -2.2884], [-2.6620, -0.5476, -0.7051], [-2.7146, 0.5184, -1.3439], [-1.7664, 1.3597, -1.3771], [-3.6248, 0.7529, -1.9154]],
  "homo_energy_ev": [-3.9, -3.9],
  "multiplicity": 4,
  "s_squared": 3.758,
  "e_lumo_ev": [2.8, 2.8],
  "charge": -1
}

---

Energy / a.u.: -2136.5485; -3031.7013